ORCA calculation (ωB97M-V/def2-TZVPD) on a structure of composition C26H23BrN5O3Pm.

charge = 0
multiplicity = 5
orbital gap (spin up / spin down) = 6.75 / 6.74 eV
LUMO energy (spin up / spin down) = -0.22 / -0.22 eV
<S²> = 6.00
electronic energy = -4686.6159 hartree
energy above the lowest of the compared OMol25 structures with the same formula, charge and spin = 26.3 kJ/mol

XYZ file:
```
59
Properties=species:S:1:pos:R:3:forces:R:3:mulliken_charge:R:1
Pm -0.36182 0.13277 0.19193 -0.673 -0.449 -0.182 1.15
O -0.57895 3.62917 -2.53675 -0.053 -0.051 -0.091 -0.79
C -0.81852 2.69820 -1.77126 0.109 0.129 0.101 0.30
N -0.17920 2.32525 -0.64673 0.099 0.118 -0.035 -0.10
C 0.84157 3.13012 -0.06621 -0.145 -0.054 -0.084 0.35
C 1.35770 4.28646 -0.65270 0.094 -0.013 0.066 -0.67
C 2.34945 5.02278 -0.01912 -0.026 -0.003 -0.051 -0.71
C 2.84192 4.61288 1.20371 0.006 -0.027 0.043 -0.70
C 2.33838 3.46829 1.80685 -0.020 0.050 -0.019 -0.58
C 1.33551 2.71720 1.19662 0.007 -0.144 0.048 0.01
N 0.84721 1.48062 1.72127 0.155 0.102 -0.007 0.04
C 1.10582 1.12584 2.99400 -0.026 0.046 0.105 0.29
O 1.58536 1.78363 3.91338 -0.014 0.011 -0.004 -0.76
C 0.79060 -0.33177 3.32756 -0.052 0.121 -0.102 0.53
C 1.21885 -0.84512 4.54471 -0.015 -0.034 -0.037 -0.72
C 1.03994 -2.19178 4.79656 0.029 -0.001 0.064 -0.35
C 0.44431 -2.99176 3.83026 -0.042 -0.007 -0.079 -0.97
C 0.01783 -2.39539 2.66007 0.053 0.024 0.117 -0.21
N 0.16963 -1.09047 2.42216 0.030 0.056 -0.259 0.19
C -2.06710 1.88109 -2.10520 0.246 0.113 0.089 0.52
C -2.71416 2.14412 -3.30873 -0.036 -0.016 0.063 -0.52
C -3.91542 1.51794 -3.56747 -0.022 0.028 -0.055 -0.36
C -4.44232 0.65810 -2.61222 -0.006 -0.035 0.046 -0.84
C -3.71501 0.42788 -1.46285 0.095 0.050 -0.031 -0.22
N -2.53595 1.01027 -1.21054 0.025 -0.074 0.089 -0.07
H 0.98126 4.59531 -1.61071 0.010 0.017 -0.002 0.55
H 2.73178 5.91434 -0.50059 0.010 0.003 0.023 0.39
H 3.61921 5.17627 1.70470 0.001 0.005 -0.009 0.38
H 2.71299 3.15716 2.76630 0.014 0.008 0.002 0.47
H 1.69296 -0.16872 5.24025 0.006 -0.012 0.003 0.51
H 1.37409 -2.62012 5.73298 0.000 -0.012 -0.010 0.42
H 0.31100 -4.05501 3.97187 0.008 0.004 0.032 0.44
H -0.45171 -2.97788 1.87664 0.017 -0.016 0.009 0.51
H -2.25830 2.85501 -3.98153 -0.010 0.003 -0.001 0.49
H -4.44652 1.70864 -4.49144 -0.005 -0.009 0.007 0.43
H -5.39554 0.16663 -2.74966 -0.001 0.014 -0.026 0.42
H -4.08579 -0.24932 -0.70659 -0.032 -0.004 -0.002 0.46
Br -3.06817 -1.78719 1.26963 -0.061 0.040 0.155 -0.08
C -2.47708 -2.63712 -0.33008 -0.127 -0.174 0.033 0.29
C -2.79350 -3.97050 -0.54223 -0.022 0.111 -0.015 -0.79
C -2.37301 -4.51690 -1.74049 0.049 -0.011 -0.079 -0.21
C -1.66148 -3.72903 -2.63863 -0.049 -0.053 0.057 -0.82
C -1.37002 -2.42602 -2.29015 0.100 0.124 0.025 -0.33
N -1.78555 -1.87687 -1.14209 0.040 -0.257 0.078 0.26
H -3.34218 -4.53842 0.19396 -0.014 0.011 -0.008 0.48
H -2.59328 -5.55183 -1.96732 -0.001 0.008 -0.016 0.39
H -1.31715 -4.12464 -3.58298 0.005 -0.012 0.005 0.42
H -0.76193 -1.79005 -2.91884 -0.009 0.004 -0.007 0.46
C 2.97837 -1.98168 0.18689 0.120 -0.035 0.110 -1.20
C 2.31533 -1.23304 -0.95780 -0.254 -0.035 -0.068 0.58
C 2.79283 0.20833 -1.03086 0.286 0.161 -0.026 -1.40
O 0.90609 -1.27351 -0.82300 0.350 0.277 0.059 -0.50
H 4.06453 -2.00243 0.06735 -0.018 -0.022 -0.028 0.45
H 2.61553 -3.00953 0.24047 -0.016 0.003 -0.034 0.28
H 2.76361 -1.49572 1.14377 -0.049 0.040 -0.039 0.12
H 2.59549 -1.73184 -1.89726 -0.062 -0.025 -0.011 0.25
H 2.65998 0.72528 -0.07450 -0.074 -0.038 0.012 0.27
H 2.25222 0.76290 -1.80134 -0.020 -0.023 -0.007 0.24
H 3.85831 0.27119 -1.26606 -0.013 -0.039 -0.014 0.56
```
Positions in Å, forces in eV/Å.

ORCA calculation (ωB97M-V/def2-TZVPD) on a structure of composition C26H23IN5P2S2Sm.

charge = 0
multiplicity = 6
orbital gap (spin up / spin down) = 7.53 / 7.63 eV
LUMO energy (spin up / spin down) = -0.14 / -0.10 eV
<S²> = 8.77
electronic energy = -3713.1669 hartree
energy above the lowest of the compared OMol25 structures with the same formula, charge and spin = 0.0 kJ/mol

XYZ file:
```
60
Properties=species:S:1:pos:R:3:forces:R:3:nbo_charge:R:1
Sm -0.44067 -2.56419 0.29899 0.710 0.182 -0.088 1.33
S 1.74760 -2.48567 -1.32403 0.019 -0.011 0.234 -0.61
P 1.79815 -0.70714 -0.27717 0.159 0.346 0.383 1.37
C 0.36122 -0.30473 0.57268 -0.067 -0.532 -0.618 -1.54
P -1.00465 0.25443 -0.27424 -0.022 0.739 0.185 1.40
S -1.86968 -1.06024 -1.58646 -0.081 0.088 0.069 -0.64
C -2.28210 0.56966 0.99587 -0.052 -0.026 0.003 -0.40
C -2.13851 0.02764 2.26735 0.005 -0.029 0.145 -0.21
C -3.16378 0.13464 3.20357 -0.007 0.025 -0.064 -0.20
C -4.33122 0.80820 2.87946 0.048 0.017 -0.057 -0.21
C -4.46938 1.38028 1.61635 0.025 -0.042 0.053 -0.23
C -3.45589 1.25503 0.68013 -0.038 -0.010 -0.055 -0.12
C -0.82123 1.85536 -1.11505 0.030 0.023 -0.091 -0.42
C -0.02685 2.83713 -0.52554 0.033 0.005 -0.027 -0.13
C 0.12438 4.07018 -1.14181 -0.029 -0.040 -0.026 -0.22
C -0.52187 4.33328 -2.34542 0.000 -0.061 0.067 -0.20
C -1.31477 3.35824 -2.93245 0.029 -0.055 0.056 -0.22
C -1.45869 2.11785 -2.32022 -0.029 0.085 -0.077 -0.19
C 2.35356 0.55804 -1.45141 0.023 0.006 -0.126 -0.31
C 1.76056 0.59793 -2.71152 -0.032 0.035 -0.019 -0.21
C 2.09009 1.60419 -3.60603 -0.001 -0.007 0.054 -0.20
C 3.02506 2.56941 -3.25309 -0.004 -0.028 0.049 -0.20
C 3.62690 2.52733 -2.00312 -0.067 -0.057 -0.016 -0.22
C 3.28945 1.52580 -1.10022 0.029 0.048 0.018 -0.21
C 3.10879 -0.85370 0.98045 0.010 0.037 -0.023 -0.31
C 4.08736 -1.83647 0.89638 0.109 0.018 -0.010 -0.21
C 5.06653 -1.93854 1.87812 -0.047 -0.009 -0.069 -0.20
C 5.07547 -1.05700 2.94682 -0.080 0.075 -0.030 -0.20
C 4.09848 -0.07084 3.03610 0.049 -0.042 0.005 -0.22
C 3.11694 0.02737 2.06303 -0.081 -0.037 -0.003 -0.20
H -1.21129 -0.46173 2.54512 0.024 -0.013 -0.043 0.25
H -3.03541 -0.29931 4.18751 0.001 0.007 -0.013 0.22
H -5.12525 0.90264 3.61004 0.004 0.008 -0.020 0.21
H -5.37176 1.92318 1.36426 0.010 -0.008 -0.008 0.21
H -3.58396 1.69114 -0.30466 0.039 -0.031 0.007 0.21
H 0.48796 2.61977 0.40323 -0.014 0.002 0.003 0.22
H 0.75317 4.82577 -0.68828 -0.001 -0.008 0.006 0.21
H -0.40296 5.29720 -2.82446 0.009 -0.013 0.003 0.21
H -1.81245 3.55678 -3.87319 -0.007 -0.009 0.005 0.21
H -2.05490 1.34168 -2.78387 -0.002 0.016 -0.016 0.24
H 1.03351 -0.15949 -2.98390 0.012 0.002 -0.003 0.24
H 1.61654 1.63306 -4.57921 0.007 0.006 0.008 0.22
H 3.28571 3.35169 -3.95455 0.004 0.005 0.003 0.21
H 4.36104 3.27361 -1.72775 0.001 -0.002 0.005 0.21
H 3.76271 1.50420 -0.12563 -0.019 -0.033 -0.029 0.22
H 4.07225 -2.53243 0.06817 0.003 -0.015 0.010 0.24
H 5.81525 -2.71725 1.80944 -0.004 0.005 -0.007 0.21
H 5.83453 -1.14124 3.71439 -0.015 0.004 -0.002 0.21
H 4.09301 0.61139 3.87637 -0.006 0.006 -0.001 0.21
H 2.32967 0.76627 2.15474 -0.009 -0.022 -0.026 0.23
N -3.43643 -5.99679 -1.03145 0.065 0.274 0.311 -0.58
N -3.46356 -4.87670 -0.20494 -0.234 -0.254 -0.135 0.20
N -4.56037 -4.43810 0.35567 0.175 0.259 0.082 -0.24
C -4.11785 -3.33465 0.97166 -0.141 -0.218 -0.073 0.16
N -2.81652 -3.16561 0.77947 -0.177 -0.054 0.034 -0.28
N -2.41503 -4.15906 0.01488 -0.389 -0.258 -0.080 -0.09
H -4.25258 -6.54022 -0.76964 0.033 -0.083 -0.072 0.39
H -2.58553 -6.49876 -0.79374 -0.070 -0.126 -0.083 0.39
H -4.73787 -2.67012 1.54772 0.008 -0.025 -0.006 0.24
I 0.10713 -3.84043 2.89506 0.053 -0.166 0.219 -0.52
```
Positions in Å, forces in eV/Å.

ORCA calculation (ωB97M-V/def2-TZVPD) on a structure of composition C26H24AsBaO6P at a distorted geometry.

charge = 0
orbital gap = 7.34 eV
LUMO energy = -0.18 eV
electronic energy = -4059.1670 hartree
energy above the lowest of the compared OMol25 structures with the same formula, charge and spin = 328.1 kJ/mol

XYZ file:
```
59
Properties=species:S:1:pos:R:3:forces:R:3:mulliken_charge:R:1
Ba -0.09451 -1.77186 -0.79686 -0.295 3.692 -1.501 2.02
O 3.83257 -2.06257 3.47595 0.414 0.104 0.616 -0.54
C 3.02594 -1.97326 2.60713 -0.730 -0.057 -0.899 0.32
C 1.56932 -2.50521 2.59409 0.852 0.336 -1.586 0.19
O 0.82742 -2.58443 3.53044 -0.562 -0.311 0.793 -0.67
C 1.27040 -2.74470 1.14945 0.513 -0.123 0.944 0.36
C 2.20281 -2.05265 0.32882 0.912 -0.184 0.706 0.69
O 2.09494 -1.90469 -0.95032 3.389 -0.415 0.230 -1.03
C 3.20617 -1.34528 1.20286 -1.363 -1.141 0.395 0.54
O 3.88649 -0.40136 0.93785 0.826 0.647 -0.395 -0.62
O 0.17324 -3.33371 0.70478 1.207 -2.056 2.475 -0.86
C -1.18276 -4.84833 -1.55799 0.029 -0.072 0.275 -1.00
As -2.49446 -3.50222 -1.16449 -1.041 -0.182 -0.615 0.65
C -4.11358 -4.00078 -2.01980 -0.173 -0.158 -0.077 -1.13
C -2.89740 -3.43985 0.70427 0.021 -0.165 0.060 -0.94
O -2.01636 -2.01020 -1.79249 -3.932 -1.372 -1.656 -0.94
H -1.63331 -5.83096 -1.43331 -0.038 -0.027 -0.014 0.41
H -0.33623 -4.75230 -0.87462 -0.081 -0.008 -0.043 0.39
H -0.86992 -4.71343 -2.58731 0.021 -0.001 -0.180 0.36
H -4.54961 -4.87887 -1.54514 0.001 0.008 -0.033 0.39
H -3.90381 -4.20126 -3.06563 -0.041 -0.016 -0.098 0.36
H -4.78738 -3.15335 -1.94097 -0.109 0.033 -0.017 0.37
H -3.49117 -4.32733 0.92736 0.029 0.043 0.087 0.42
H -3.48819 -2.54846 0.89203 -0.090 0.089 -0.001 0.33
H -1.98474 -3.43458 1.29622 0.062 -0.016 0.007 0.30
C -3.60511 3.41566 0.30422 0.048 0.104 -0.048 -0.50
C -3.50204 2.11839 0.77771 0.122 -0.037 -0.028 -0.64
C -2.30402 1.42362 0.63048 -0.126 0.112 -0.048 -0.23
C -1.19882 2.01785 0.02601 -0.009 0.040 -0.047 0.64
C -1.31335 3.33260 -0.43315 0.035 0.005 -0.013 -0.17
C -2.50717 4.02445 -0.30189 -0.062 -0.099 0.054 -0.70
P 0.35376 1.03223 -0.00768 0.112 1.603 0.427 0.04
C 1.21108 1.56173 -1.53724 -0.071 -0.029 0.060 0.69
C 2.60654 1.50585 -1.59749 -0.022 -0.012 -0.057 -0.57
C 3.25642 1.76545 -2.79668 -0.009 -0.005 0.013 -0.71
C 2.53401 2.06800 -3.94591 0.019 -0.021 0.059 -0.51
C 1.14786 2.09400 -3.89856 -0.034 -0.032 0.110 -0.66
C 0.48836 1.83448 -2.70134 0.064 -0.005 -0.047 -0.74
C 1.26488 1.78760 1.37718 0.051 -0.109 -0.013 0.40
C 1.22202 1.07745 2.57321 0.079 -0.014 0.185 -0.86
C 1.86476 1.55789 3.70769 -0.009 0.043 -0.071 -0.56
C 2.55770 2.75779 3.64462 -0.005 0.053 -0.087 -0.53
C 2.59586 3.48162 2.45460 -0.039 -0.131 0.040 -0.62
C 1.95153 2.99778 1.32461 0.056 0.082 -0.022 -0.04
H -4.53776 3.95870 0.40722 0.059 -0.023 -0.003 0.38
H -4.34851 1.64491 1.26121 0.040 0.011 -0.032 0.41
H -2.23423 0.40919 1.00508 0.039 -0.059 0.019 0.33
H -0.46420 3.82075 -0.89997 -0.025 -0.057 0.028 0.34
H -2.58303 5.04211 -0.66783 0.000 -0.058 0.028 0.41
H 3.18410 1.22773 -0.72061 -0.058 0.023 -0.062 0.32
H 4.33749 1.71327 -2.83387 -0.023 0.015 0.004 0.44
H 3.04974 2.26903 -4.87855 -0.025 -0.015 0.075 0.39
H 0.57437 2.31437 -4.79082 0.011 -0.009 0.026 0.41
H -0.59565 1.84597 -2.68134 0.011 0.033 0.027 0.46
H 0.69442 0.13016 2.62870 -0.001 0.025 -0.028 0.39
H 1.83550 0.98450 4.62643 0.012 0.021 -0.044 0.49
H 3.07807 3.12777 4.51956 -0.021 0.003 -0.027 0.39
H 3.13796 4.41882 2.40474 -0.023 -0.050 0.009 0.41
H 2.00157 3.55993 0.39733 -0.019 -0.056 0.042 0.34
```
Positions in Å, forces in eV/Å.